Run one
Computed, not measured: the molecule C24H29N3O6S, with ωB97M-V with the def2-TZVPD basis set.

**SMILES**: COc1ccc(CCNC(=O)CN(c2ccc(C)cc2)S(=O)(=O)c2c(C)noc2C)cc1OC
**Total charge**: 0
**Kohn-Sham gap**: 8.300 eV

Element x y z (Å)
O  1.614  0.330  1.748
O  5.674  -0.527  -0.624
H  -2.774  -3.955  1.560
C  -1.634  -4.241  -1.452
N  5.493  -1.350  0.437
O  2.553  2.274  0.580
H  -2.619  -2.807  2.913
C  -3.032  0.215  0.350
H  -3.207  2.292  -0.103
C  -2.452  -0.742  1.210
C  -0.171  2.590  -1.328
C  0.976  -1.728  -0.321
H  4.293  2.259  -1.415
C  -1.574  -0.318  2.189
C  -1.864  1.977  1.526
C  -1.069  4.080  0.385
H  -2.672  -4.094  -1.157
C  -2.748  1.555  0.535
N  -0.003  3.311  -0.214
H  2.984  -1.224  2.593
H  0.945  1.344  -2.695
H  -1.237  -3.091  1.816
C  -1.550  3.441  1.693
H  -1.207  -5.047  -0.861
C  4.626  0.292  -0.741
C  3.725  0.001  0.252
O  -1.164  2.618  -2.031
H  3.526  -2.773  1.916
H  3.943  1.007  -2.618
C  -1.311  -1.792  -1.858
S  2.215  0.873  0.572
H  -1.623  -4.536  -2.501
H  0.844  3.173  0.326
H  -0.714  5.097  0.576
H  1.866  -1.714  0.282
H  -5.035  1.340  -1.188
H  -2.212  -1.805  -2.450
H  5.625  1.398  -2.228
C  -1.275  1.029  2.338
H  -4.816  0.013  -2.351
H  -0.569  1.324  3.098
C  4.622  1.304  -1.820
C  -2.327  -3.014  1.878
C  -0.633  -0.601  -1.690
N  1.261  0.630  -0.765
H  -1.875  4.120  -0.350
H  -2.438  3.980  2.034
C  0.279  -2.912  -0.489
C  0.525  -0.557  -0.917
C  -4.315  0.625  -1.603
C  4.344  -1.058  0.984
H  4.625  -1.842  2.924
C  3.833  -1.763  2.183
C  1.058  1.733  -1.679
H  -1.018  0.292  -2.153
C  -0.871  -2.967  -1.261
O  -2.825  -2.039  0.998
H  -1.092  -1.026  2.842
H  -3.489  1.172  -2.068
H  0.651  -3.810  -0.014
H  1.943  2.368  -1.623
H  -0.774  3.552  2.453
O  -3.855  -0.273  -0.621

Run two
Computed, not measured: the molecule C24H29N3O6S, with ωB97M-V with the def2-TZVPD basis set.

**SMILES**: COc1ccc(OC)c([C@H]2C(C(=O)c3sc(C)nc3C)=C(O)C(=O)N2CCN2CCOCC2)c1
**Total charge**: 0
**Kohn-Sham gap**: 7.782 eV

Element x y z (Å)
C  -0.413  -2.655  0.958
S  -2.419  2.953  -0.093
H  3.153  -0.689  1.481
O  0.333  -2.212  -2.573
N  1.337  -0.274  0.616
H  -5.386  5.186  -0.360
C  0.916  0.537  1.600
H  2.830  -0.032  -1.437
C  0.270  -0.608  -0.305
C  -4.041  3.569  -0.279
C  -4.341  5.010  -0.122
C  -0.501  0.872  1.303
H  -0.419  -2.025  1.834
C  6.468  1.866  -0.732
H  4.475  3.796  0.925
H  0.869  -3.763  -3.846
O  5.874  3.074  -0.326
H  3.268  2.324  -0.643
H  -4.893  -0.637  -0.553
C  -0.072  -2.081  -0.257
C  4.910  2.828  0.672
H  -6.285  0.489  -0.613
H  0.548  -0.357  -1.335
H  4.950  1.311  -2.162
N  4.449  0.614  -0.220
H  5.917  -0.054  -1.537
H  5.397  2.401  1.561
C  -0.732  -4.760  -0.131
O  1.533  0.961  2.565
C  -4.394  1.427  -0.650
H  -0.528  1.897  2.860
H  3.145  1.675  1.018
C  0.194  -2.903  -3.791
H  4.065  -1.236  -1.025
H  -5.324  0.157  -2.059
H  -0.172  -3.499  3.645
C  2.634  -0.896  0.543
C  -0.882  0.245  0.172
H  6.995  1.404  0.117
H  -4.148  5.325  0.903
C  -0.744  -4.001  1.037
C  -5.282  0.284  -0.977
C  -0.390  -4.193  -1.341
N  -4.920  2.668  -0.548
O  -1.161  1.660  2.156
H  -0.837  -3.234  -3.945
H  -1.454  -4.629  4.146
C  -0.047  -2.847  -1.424
C  3.491  -0.394  -0.630
H  -1.886  -3.113  3.317
C  3.828  1.863  0.191
C  -3.032  1.361  -0.422
H  7.188  2.122  -1.512
O  -1.087  -4.656  2.182
C  5.426  0.882  -1.262
H  -0.394  -4.814  -2.222
H  0.463  -2.187  -4.566
C  -1.148  -3.919  3.379
O  -2.562  -0.841  -1.061
H  2.483  -1.976  0.446
C  -2.194  0.172  -0.487
H  -3.710  5.604  -0.781
H  -1.000  -5.802  -0.070

Stability ranking, top and bottom: run two is the most stable and run one is the least stable.

Run one
Computed, not measured: a cluster of 2 separate species, C5H9NO2 in total, with ωB97M-V with the def2-TZVPD basis set.

**SMILES**: CC1(C)NC1=O.C=O
**Total charge**: 0
**Kohn-Sham gap**: 9.916 eV

Element x y z (Å)
H  2.672  -0.428  0.995
H  1.337  1.391  -1.787
H  2.175  -1.756  -0.097
H  1.462  -1.525  1.398
H  -3.336  -1.596  0.264
O  -3.810  0.298  0.560
C  1.858  -0.957  0.608
H  1.698  2.255  -0.238
N  -0.032  0.552  0.927
H  -4.148  -0.701  -1.221
H  -0.135  1.382  1.544
C  1.822  1.215  -0.799
H  2.784  0.864  -0.927
C  -3.719  -0.692  -0.131
C  -0.438  -0.048  -0.204
O  -1.313  -0.391  -0.909
C  1.122  0.136  0.016

Run two
Computed, not measured: the molecule C5H9NO2, with ωB97M-V with the def2-TZVPD basis set.

**Total charge**: 0
**Kohn-Sham gap (spin up / spin down)**: 7.243 / 7.242 eV

Element x y z (Å)
H  0.521  1.126  -2.047
C  -1.391  0.178  -0.383
H  1.577  1.783  -0.875
H  1.627  0.106  2.040
N  1.026  0.988  -1.178
C  1.400  -0.844  1.547
H  2.235  -1.544  1.519
H  0.599  -1.300  2.150
C  -1.707  -0.698  -1.353
H  -0.942  -1.168  -1.951
H  -2.736  -0.972  -1.541
C  0.824  -0.591  0.233
C  0.055  0.659  -0.016
H  0.775  -1.392  -0.497
H  -1.605  1.372  0.959
O  -2.246  0.749  0.447
O  -0.012  1.549  0.945

Run three
Computed, not measured: a cluster of 2 separate species, C5H9NO2 in total, with ωB97M-V with the def2-TZVPD basis set.

**Total charge**: 0
**Kohn-Sham gap**: 7.099 eV

Element x y z (Å)
H  0.347  -1.640  -1.490
C  -0.839  0.210  1.082
H  -0.092  -1.893  0.879
H  3.014  -0.797  0.444
H  -2.637  -0.865  0.096
N  -0.378  -1.004  0.330
O  -0.491  1.411  -0.866
C  0.191  -0.612  -0.941
H  1.006  1.309  0.706
H  -1.520  0.227  -2.239
H  2.041  -0.060  -0.410
H  -0.944  0.128  2.143
C  -0.906  0.208  -1.259
C  -1.689  -0.345  0.023
H  -0.277  2.233  1.175
C  0.053  1.399  0.496
O  3.120  0.091  -0.169

Stability ranking, top and bottom: run one is the most stable and run three is the least stable.

Run one
Computed, not measured: a cluster of 2 separate species, C5H6N2S in total, with ωB97M-V with the def2-TZVPD basis set.

**Total charge**: 0
**Kohn-Sham gap (spin up / spin down)**: 7.787 / 8.600 eV

Element x y z (Å)
N  1.877  -1.883  -0.694
C  0.766  -1.412  -0.197
C  2.637  -1.106  -1.424
S  1.858  0.475  -1.587
H  -0.416  -3.038  0.218
H  0.481  -2.493  1.537
H  -1.222  4.111  -0.929
C  -0.855  3.101  -0.594
H  3.494  -1.308  -1.917
H  -1.051  -1.499  0.830
N  -1.303  2.085  -1.088
H  -0.464  3.000  0.410
C  -0.173  -2.147  0.667
C  0.658  -0.087  -0.579

Run two
Computed, not measured: the molecule C5H6N2S, with ωB97M-V with the def2-TZVPD basis set.

**SMILES**: C#C[C@H]1CN(S)C=N1
**Total charge**: 0
**Kohn-Sham gap**: 9.268 eV

Element x y z (Å)
C  1.956  0.811  -2.335
S  -0.971  -0.055  2.844
H  2.698  1.798  -2.698
C  1.096  0.150  -1.826
C  -1.076  0.824  0.370
H  0.986  -1.624  0.797
H  -0.225  -1.394  -1.860
H  -0.506  1.178  3.603
C  0.019  -1.212  0.528
C  -0.080  -0.549  -1.080
N  -1.078  0.499  -0.881
H  -0.695  -2.095  0.459
H  -1.735  1.656  0.823
N  -0.389  0.014  1.255

Run three
Computed, not measured: a structure of composition C5H6N2S, with ωB97M-V with the def2-TZVPD basis set.

**Total charge**: 0
**Kohn-Sham gap**: 9.254 eV

Element x y z (Å)
C  -2.459  0.861  0.432
C  -1.163  0.321  0.267
H  0.936  -1.259  2.120
H  0.438  1.173  -1.400
H  0.539  2.175  0.171
H  1.094  -1.627  -0.599
C  0.160  -1.865  -0.129
S  -1.284  -1.045  -0.868
N  -0.406  0.000  1.316
H  0.030  -2.875  0.267
H  -0.757  2.497  -0.892
C  0.328  -1.016  1.167
C  -0.046  1.747  -0.641
N  -3.391  1.517  0.544

Stability ranking, top and bottom: run three is the most stable and run one is the least stable.